[1]
Below is a structure of composition C11H18BF10N5O4SbTc, with properties calculated with ωB97M-V with the def2-TZVPD basis set.

```
51
Properties=species:S:1:pos:R:3:forces:R:3
Tc 0.162434 -0.227040 0.319751 -0.145 -0.123 -0.109
C 0.378638 2.552440 1.472591 0.014 0.024 0.012
C 1.331771 2.615665 0.265047 0.000 0.020 -0.007
N 1.650189 1.243818 -0.277514 -0.001 0.046 0.129
C 3.090041 0.866562 -0.131677 0.036 0.067 -0.004
C 3.135471 -0.615432 0.096713 0.030 -0.085 0.006
N 2.037719 -0.922034 1.049753 0.052 0.108 -0.029
C 2.219213 -0.499089 2.475185 0.058 -0.039 0.030
C 1.657812 0.889980 2.742985 -0.020 0.049 0.061
N 0.373752 1.169652 2.017079 -0.083 -0.050 0.013
H -0.636589 2.802344 1.180459 0.014 0.001 0.002
H 0.694189 3.254500 2.246108 -0.008 -0.002 -0.025
H 2.276062 3.086628 0.530074 -0.002 -0.008 -0.010
H 0.881375 3.207376 -0.527344 0.012 0.001 0.016
H 1.444790 1.251162 -1.281183 0.008 0.007 -0.050
H 3.512228 1.410291 0.709258 0.006 0.008 0.001
H 3.635236 1.164392 -1.027720 0.009 -0.025 0.024
H 4.091821 -0.952398 0.500076 -0.011 0.019 -0.029
H 2.925219 -1.164939 -0.820084 0.004 -0.019 0.013
H 1.910235 -1.933908 1.055183 0.000 -0.006 0.002
H 3.281483 -0.525144 2.725104 -0.022 0.000 -0.008
H 1.713402 -1.236489 3.090442 0.023 0.006 -0.002
H 2.368795 1.658877 2.452432 0.022 0.014 -0.002
H 1.497644 1.003149 3.815342 0.014 0.000 -0.027
H -0.398258 1.081346 2.672566 0.000 0.003 -0.014
O -3.159005 -3.319258 -3.492268 0.112 -0.061 -0.010
C -3.904989 -2.769160 -2.544227 -0.105 0.274 -0.137
O -5.098137 -2.807175 -2.547077 0.056 -0.095 0.099
C -3.212159 -2.000928 -1.451364 0.076 -0.094 0.025
C -3.912950 -1.369734 -0.434939 0.035 0.052 -0.007
N -3.027174 -0.745328 0.352166 -0.007 -0.025 0.029
N -1.782102 -0.949096 -0.081283 0.005 0.090 0.082
C -1.878114 -1.702344 -1.172797 -0.129 -0.047 -0.102
C -0.587683 -2.016549 -1.799326 0.168 -0.210 -0.122
O -0.379315 -2.712917 -2.739741 -0.160 0.122 0.049
O 0.453644 -1.397957 -1.130130 -0.097 0.082 0.153
H -2.202717 -3.189297 -3.376702 -0.031 -0.061 0.042
H -4.975022 -1.344502 -0.249378 -0.015 -0.003 -0.006
H -3.197737 -0.238374 1.209710 -0.007 -0.010 -0.013
F -0.684635 1.214571 -0.498276 0.127 -0.117 -0.023
Sb -0.157265 1.605297 -4.156182 -0.070 -0.004 -0.064
F -0.180780 3.080515 -3.043988 0.018 0.017 0.045
F -1.522410 2.173499 -5.247888 -0.060 0.042 0.009
F 1.064072 1.618467 -5.524202 0.030 -0.055 -0.033
F -1.214369 0.228884 -3.489753 -0.042 -0.038 -0.027
F 1.196467 0.860360 -3.050152 0.103 0.064 0.104
F -0.581107 -0.609623 4.458818 0.035 0.030 -0.018
B -1.682388 -1.020862 3.859681 0.046 0.046 0.009
F -0.155906 -1.414309 1.738287 -0.038 0.059 -0.104
F -2.145792 -2.222216 3.986703 -0.066 -0.155 0.014
F -2.307096 -0.133673 3.073679 0.004 0.080 0.012
```
Positions in Å, forces in eV/Å.

The value obtained for the frontier orbital gap (spin up / spin down) is 5.941 / 5.940 eV. The calculation puts the energy relative to the best compared isomer or geometry (same formula, charge and spin) at 0.0 kcal/mol. Its total charge is +2.



[2]
Below is a cluster of 2 separate species, C11H18BFNO6PS in total, with properties calculated with ωB97M-V with the def2-TZVPD basis set.

```
40
Properties=species:S:1:pos:R:3:forces:R:3
C -2.924631 -0.831983 3.418377 -0.641 0.770 0.579
N -2.599907 0.135010 2.351176 1.937 -0.465 -0.489
C -2.458150 -0.496063 1.036322 -1.118 -0.801 0.027
B -1.550665 1.047972 2.682266 -0.786 0.805 0.646
O -1.693059 1.772581 3.857257 0.609 -0.445 -0.435
C -0.211971 1.266235 1.845552 0.015 0.243 -0.811
C 0.897037 0.570129 2.101986 0.151 -0.131 -0.048
C 0.953226 -0.518564 3.173209 0.963 0.257 -0.896
O 0.295706 -1.691312 2.695123 -0.955 0.373 0.493
O 1.292731 -2.533345 2.166654 0.934 -0.554 -0.179
C 2.158302 0.860986 1.308551 -0.757 -0.259 0.286
O 3.229437 0.772686 1.831295 0.865 -0.193 -0.134
C 1.938976 1.296786 -0.123578 -0.258 -0.059 0.862
F 2.859293 0.978285 -1.017688 0.193 -0.027 0.132
C 0.848180 1.995584 -0.400353 -0.615 -0.346 -0.858
P 0.573837 2.530804 -2.143331 0.724 1.028 0.140
S 1.260645 4.315618 -2.476616 -0.159 -0.001 -0.053
C -0.093970 2.307411 0.740256 0.293 -0.942 0.074
O -0.708194 3.331573 0.780793 -0.592 0.594 -0.141
H -3.961760 -0.669842 3.742450 0.130 -0.404 -0.130
H -2.307341 -0.632979 4.304311 -0.107 -0.103 -0.201
H -2.759084 -1.871798 3.120418 -0.055 0.233 -0.172
H -2.246074 0.217797 0.234660 0.183 -0.016 0.292
H -3.430100 -0.951997 0.781569 0.232 0.173 -0.061
H -1.742662 -1.335474 1.046784 0.093 0.408 -0.082
H -0.894289 2.298367 3.983549 -0.244 0.142 0.227
H 1.999551 -0.800861 3.334982 -0.209 0.251 0.311
H 0.499101 -0.174561 4.106295 -0.186 -0.347 -0.142
H 0.982204 -2.790556 1.286409 -0.329 0.303 0.091
H 1.248558 1.555352 -2.908560 -0.501 -0.143 0.362
H -0.800585 2.360199 -2.426286 0.173 -0.298 0.314
C 0.906228 -2.480757 -5.084254 -0.029 -0.021 0.063
C 0.786651 -0.968846 -5.083633 0.305 -0.166 -0.027
O 1.484417 -0.399670 -3.974786 -0.124 0.012 0.038
H 0.508402 -2.894931 -4.156713 -0.059 0.024 -0.032
H 0.363499 -2.915832 -5.924626 0.034 -0.013 0.001
H 1.953446 -2.785293 -5.151463 -0.014 0.007 -0.099
H -0.256853 -0.668220 -4.996623 0.048 0.095 0.083
H 1.188802 -0.549167 -6.010598 -0.124 -0.020 -0.062
H 2.411069 -0.651327 -4.051136 -0.018 0.034 0.035
```
Positions in Å, forces in eV/Å.

The value obtained for the frontier orbital gap is 7.254 eV. The calculation puts the energy relative to the best compared isomer or geometry (same formula, charge and spin) at 0.0 kcal/mol. Its total charge is 0.



[3]
Below is the ion C11H18BN2O5S with charge +1, with properties calculated with ωB97M-V with the def2-TZVPD basis set.

```
38
Properties=species:S:1:pos:R:3:forces:R:3
C 1.978894 3.757777 0.551587 0.331 -0.500 0.112
C 0.550582 2.899219 0.602382 0.730 0.979 -1.297
N 0.902202 1.397937 0.642715 0.629 -3.179 0.217
C 1.919519 0.997039 1.731588 -0.017 -4.172 -1.201
C 2.465440 -0.544516 1.916618 -2.842 1.734 -2.915
C 1.889932 -1.701248 0.877284 -0.856 4.254 0.351
C 2.490821 -3.215086 1.062940 1.188 -4.571 -3.709
O 2.668607 -4.129187 0.106274 -1.598 6.667 6.295
O 2.930760 -3.580725 2.448726 -0.305 1.888 -2.666
S 4.646959 -3.351961 2.377157 0.666 -0.188 0.093
C 0.779300 -1.214124 -0.225632 1.698 2.462 2.495
B 0.138236 -2.276459 -1.305995 0.942 -2.241 -2.376
N -1.313950 -2.706344 -1.402366 1.577 -0.562 -0.924
O 1.112791 -2.911806 -2.261859 -0.992 4.163 2.696
C 0.282819 0.379680 -0.331634 1.538 -1.547 1.797
O -0.719724 0.739398 -1.346906 2.757 -1.170 3.790
C -2.010463 1.119060 -0.752003 -1.843 2.076 1.155
C -3.328365 0.754784 -1.660899 -1.761 -0.753 0.242
C -4.634263 0.669558 -0.628157 0.517 1.507 0.261
O -3.258774 -0.534269 -2.366732 -0.427 0.411 2.529
H 2.239690 4.052740 1.656781 -0.348 -0.211 -2.365
H 1.927137 4.680273 -0.189595 -0.172 -1.878 1.920
H 2.865013 3.077376 0.131174 -2.097 1.354 0.953
H 0.012130 3.151420 -0.430233 0.912 -0.969 2.525
H -0.103477 3.142005 1.541824 1.237 -0.419 -1.973
H 2.362419 1.797155 2.499040 -1.443 -1.654 -2.248
H 3.279131 -0.771323 2.758203 -2.115 0.566 -2.144
H 5.098774 -2.632485 3.499166 -1.415 -0.450 -0.641
H -1.336442 -3.766897 -1.321384 0.046 1.594 -0.037
H -1.567353 -2.545651 -2.423198 0.272 -0.183 1.518
H 1.883650 -2.241423 -2.271891 -1.276 -1.978 -0.100
H -2.165688 0.730317 0.358902 0.577 0.337 -2.458
H -1.991449 2.308777 -0.657620 -0.187 -2.510 -0.196
H -3.610289 1.574313 -2.463824 1.126 -1.641 1.653
H -4.633794 -0.292167 0.039989 0.098 1.668 -1.463
H -5.668159 0.814305 -1.196360 2.436 -0.503 1.158
H -4.504943 1.587143 0.108558 -0.520 -1.800 -1.347
H -3.577674 -1.214599 -1.674623 0.935 1.421 -1.699
```
Positions in Å, forces in eV/Å.

The value obtained for the frontier orbital gap is 6.909 eV. Its total charge is +1.



[4]
Below is a structure of composition C11H18Br12O5S, with properties calculated with ωB97M-V with the def2-TZVPD basis set.

```
47
Properties=species:S:1:pos:R:3:forces:R:3
O -6.783415 4.152500 -3.918028 -0.040 -0.627 0.363
C -5.939663 3.717582 -3.180983 -0.132 1.215 -1.136
O -5.981977 2.514062 -2.598493 0.030 -0.362 0.161
C -4.738795 2.246394 -1.958321 1.797 -0.605 -0.446
C -4.032407 3.592480 -1.742465 -0.137 0.812 1.391
C -4.704709 4.490745 -2.780149 0.258 0.127 0.455
H -4.042260 1.699792 -2.614346 -0.603 -0.005 -0.544
H -4.844872 1.512821 -1.161336 -0.503 0.701 0.532
H -2.943166 3.548717 -1.745213 -0.044 -0.349 -0.714
H -4.180333 4.047254 -0.754946 -0.546 -0.374 0.023
H -4.081698 4.805859 -3.615570 -0.108 -0.475 -0.268
H -5.071900 5.434175 -2.374150 0.046 -0.073 0.194
O -0.639519 -0.357624 1.392910 0.657 -0.001 -0.599
S 0.231744 -0.340441 0.247757 0.552 -0.175 -0.712
O -0.292954 -0.522500 -1.088014 0.126 0.298 0.973
O 1.055370 1.064039 0.319967 -0.365 -1.238 0.201
C 1.164288 1.841060 -0.876223 0.037 0.054 -1.250
C 0.042257 2.865475 -0.906245 0.209 -0.264 1.540
C 1.578492 -1.566048 0.454445 -0.816 1.192 0.575
H 1.149261 1.191633 -1.757458 -0.320 -0.074 0.185
H 2.168163 2.269304 -0.910394 -0.136 0.222 0.507
H -0.901475 2.368886 -0.667314 -0.112 -0.166 -0.843
H 0.032752 3.483045 -1.797894 -0.132 -0.027 -0.027
H 0.142816 3.458569 0.010870 0.296 0.479 -0.384
H 2.199810 -1.141471 1.243121 0.084 -0.252 0.075
H 2.143401 -1.698617 -0.460879 -0.223 0.116 -0.187
H 1.075041 -2.465769 0.795868 0.057 -0.123 -0.090
C 1.916584 -3.702058 3.586377 -0.031 -0.121 1.287
Br 1.713666 -5.230853 4.848283 0.026 0.741 -0.828
Br 3.472105 -2.662951 4.112322 -0.251 -0.221 -0.326
Br 0.340172 -2.577986 3.594282 0.236 -0.463 -0.059
H 2.067561 -4.104845 2.595328 -0.015 -0.063 0.005
C 1.282259 -5.436153 -0.572382 0.033 0.005 -0.872
Br -0.039923 -4.591138 -1.754488 0.415 -0.405 0.438
Br 2.435489 -6.695427 -1.514313 -0.441 0.049 0.118
Br 0.465209 -6.213468 0.992000 0.320 0.367 -0.299
H 1.988635 -4.644814 -0.367489 -0.246 0.087 0.654
C -0.494326 1.085054 4.596652 0.601 0.531 0.902
Br -1.988687 1.155202 5.845934 0.347 0.078 -0.492
Br 1.199443 0.954214 5.620986 -0.671 -0.067 -0.460
Br -0.382065 2.642999 3.430380 -0.268 -0.690 0.330
H -0.588589 0.160687 4.048524 0.011 0.171 -0.388
C 6.497967 -2.460006 -1.444013 0.400 -0.470 0.334
Br 5.071271 -1.960099 -0.218640 0.445 -0.176 -0.206
Br 7.193787 -4.278870 -1.093368 -0.562 0.817 -0.163
Br 7.972012 -1.217775 -1.426829 -0.281 -0.011 0.071
H 6.073176 -2.433634 -2.436062 0.003 -0.189 -0.017
```
Positions in Å, forces in eV/Å.

The value obtained for the frontier orbital gap is 9.584 eV. The calculation puts the energy relative to the best compared isomer or geometry (same formula, charge and spin) at 0.0 kcal/mol. Its total charge is 0.



[5]
Below is a structure of composition C11H18BrNO, with properties calculated with ωB97M-V with the def2-TZVPD basis set.

```
32
Properties=species:S:1:pos:R:3:forces:R:3
C 2.519669 0.133779 -0.462551 -1.968 3.376 -0.816
C 3.558528 -2.724250 1.279772 1.709 -1.676 -2.967
C 2.718387 -1.817723 1.675049 -0.138 -0.307 1.669
C 0.985485 0.924988 0.637916 0.321 -1.263 -1.297
C 1.732104 1.479348 -0.637629 -0.346 -0.916 0.359
C 2.453944 2.720226 -0.315884 -1.974 0.561 -0.405
C 0.861307 1.505558 -1.916946 1.235 0.935 1.004
C -2.729507 -0.487916 -0.502024 0.082 3.500 0.497
C -3.251245 0.733290 1.637698 0.999 -2.652 1.448
C 1.437160 -1.577995 0.974298 0.459 1.240 2.604
C -2.161339 -0.110607 0.847206 -3.189 1.141 0.414
N 1.542744 -0.294464 0.379116 -2.922 1.147 1.749
O 3.612788 -0.218235 -0.599532 3.511 -1.384 -1.086
Br -1.894195 -1.799599 1.814555 -0.127 0.322 0.138
H 4.599800 -2.900926 1.629813 -1.147 0.173 0.160
H 3.330532 -3.201634 0.256593 0.419 0.345 1.759
H 2.957515 -1.267351 2.578196 -0.320 0.331 -0.014
H -1.299728 0.460424 0.839848 2.119 0.575 0.014
H 2.973947 3.137202 -1.112353 0.890 0.794 -1.663
H 3.120616 2.568198 0.442599 1.830 -0.357 2.172
H 1.695105 3.415151 0.034878 0.041 0.382 0.000
H 1.508568 1.082855 -2.649103 0.205 -0.331 -1.050
H 0.601459 2.530513 -2.257755 -0.192 -0.725 0.514
H 0.050923 0.844872 -1.733779 -1.136 -0.302 -0.339
H -2.006095 -0.989817 -1.027340 1.395 -1.700 -1.505
H -2.998341 0.448705 -1.122479 0.068 -1.421 1.147
H -3.532462 -1.060607 -0.163899 -1.769 -1.122 -0.779
H -4.095569 0.003744 1.771006 0.319 1.156 -0.106
H -2.816995 0.901538 2.642637 -0.392 -0.046 -0.331
H -3.539707 1.702832 1.278710 -0.062 0.180 -0.842
H 0.548897 -1.737019 1.577934 0.180 0.739 0.240
H 1.304913 -2.193158 0.189968 -0.101 -2.693 -2.689
```
Positions in Å, forces in eV/Å.

The value obtained for the frontier orbital gap is 9.747 eV. The calculation puts the energy relative to the best compared isomer or geometry (same formula, charge and spin) at 101.2 kcal/mol. Its total charge is 0.



[6]
Below is a structure of composition C11H18CeFIN3S, with properties calculated with ωB97M-V with the def2-TZVPD basis set.

```
36
Properties=species:S:1:pos:R:3:forces:R:3
Ce -1.066281 0.518947 -0.518851 0.681 -1.265 -0.377
C -1.496206 -1.662158 1.811012 -0.780 -1.014 1.628
C -0.178084 -2.267622 1.394784 0.831 0.721 -0.688
N 0.469870 -1.404682 0.336503 -0.176 0.364 -0.582
C 1.891923 -1.026314 0.579172 0.060 -0.163 0.347
C 2.155608 0.072939 1.642547 0.136 -0.657 -0.866
S 1.049269 1.511564 1.439366 0.394 -0.225 0.022
C 0.109720 1.472198 2.946401 -0.699 0.340 2.198
C -0.731758 0.182610 3.208995 -0.627 1.451 1.026
N -1.497710 -0.211580 2.010565 0.220 0.375 -0.977
H -1.743693 -2.100785 2.821533 -0.222 -0.129 -1.212
H -2.221929 -1.954715 1.047923 -0.294 0.231 0.400
H -0.438076 -3.237128 0.938920 0.569 0.131 0.584
H 0.544020 -2.333754 2.229490 -0.427 -0.343 -0.427
H 0.426601 -1.867297 -0.581812 0.273 -0.171 0.560
H 2.330737 -0.636079 -0.342774 -0.422 -0.230 -0.140
H 2.483877 -1.915064 0.848309 -0.167 0.173 -0.020
H 3.131828 0.434083 1.307341 0.071 0.096 0.710
H 2.222088 -0.305227 2.683345 -0.265 0.508 -0.589
H -0.541182 2.379200 2.926182 0.219 -0.695 -0.263
H 0.737242 1.691810 3.868077 -0.339 -0.420 -1.249
H -1.504895 0.421269 3.984146 0.800 0.065 -0.365
H -0.148926 -0.615711 3.713786 -0.157 0.195 -1.011
H -2.465228 0.132522 2.105351 0.476 -0.540 0.215
F -2.566562 -0.735598 -0.981353 -0.001 0.132 0.563
I -2.771078 3.022294 -1.589544 -0.166 0.320 -0.100
C 0.447760 0.515147 -2.350228 -1.831 -0.365 -0.121
C 1.410123 1.032461 -3.191121 -0.008 -0.170 -0.271
C 1.016291 1.468443 -4.453600 0.871 -0.671 -0.050
C -0.331620 1.400671 -4.819816 -0.629 0.736 -1.770
C -1.197055 0.657678 -4.059930 -0.060 -0.043 0.886
N -0.766573 0.215077 -2.837714 0.220 1.485 0.324
H 2.412171 1.038853 -2.825546 0.678 0.375 -0.225
H 1.809054 1.700760 -5.178237 -0.592 0.602 0.354
H -0.749142 1.927380 -5.742222 0.913 -1.045 1.204
H -2.232183 0.477808 -4.371001 0.450 -0.152 0.281
```
Positions in Å, forces in eV/Å.

Its multiplicity is 2. The value obtained for the frontier orbital gap (spin up / spin down) is 7.570 / 5.316 eV. Its total charge is +2.



Number 1: maximum force 0.324 eV Å⁻¹. Number 2: maximum force 2.051 eV Å⁻¹. Number 3: maximum force 9.307 eV Å⁻¹. Number 4: maximum force 1.948 eV Å⁻¹. Number 5: maximum force 3.992 eV Å⁻¹. Number 6: maximum force 2.332 eV Å⁻¹.